<one>
Below is a molecular structure, C30H26CoN10O6S2Se, with properties calculated with ωB97M-V with the def2-TZVPD basis set.

As for the net charge: -2. For the HOMO-LUMO gap (spin up / spin down), the calculation gives 0.225 / 0.227 Ha. The LUMO energy (spin up / spin down) comes out at 0.1414 / 0.1426 Ha. As for the HOMO energy (spin up / spin down): -2.265 / -2.301 eV. Its spin multiplicity is 4.

Each line ends with the Löwdin spin population.
Element x y z (Å)
Co  0.8837  -0.7081  0.3969  2.7280
C  2.4502  0.4349  -4.9850  0.0037
C  2.8097  -0.8880  -4.7826  0.0000
C  2.7864  -1.4572  -3.5191  0.0041
C  2.4109  -0.7117  -2.3846  0.0037
C  2.0118  0.6212  -2.6193  0.0026
C  2.0345  1.1755  -3.8823  -0.0003
N  2.3157  -1.2140  -1.1005  0.0401
C  2.8543  -2.4290  -0.7947  0.0023
C  4.1327  -2.8878  -1.2036  0.0018
C  4.6290  -4.0950  -0.7736  -0.0007
C  3.9007  -4.9296  0.0864  0.0013
C  2.6619  -4.5161  0.5152  0.0001
C  2.1465  -3.2996  0.0694  0.0044
N  0.9195  -2.7890  0.4896  0.0328
N  0.1771  -3.4615  1.2289  0.0016
C  -0.9607  -2.6966  1.6307  0.0035
C  -1.9395  -3.3438  2.3701  0.0007
C  -3.0433  -2.6094  2.7622  -0.0012
C  -3.1221  -1.2723  2.4031  0.0008
C  -2.0812  -0.7135  1.6781  0.0019
N  -1.0217  -1.4098  1.2982  0.0311
H  2.4600  0.8695  -5.9767  0.0003
H  3.0984  -1.5066  -5.6263  -0.0001
H  3.0299  -2.5057  -3.4201  0.0002
H  1.6224  1.2057  -1.7992  -0.0002
H  1.6944  2.1974  -4.0035  -0.0001
H  4.7336  -2.2467  -1.8346  0.0001
H  5.6230  -4.3945  -1.0890  0.0000
H  4.3251  -5.8622  0.4353  0.0002
H  2.0770  -5.0992  1.2135  0.0001
H  -1.8072  -4.3853  2.6238  0.0004
H  -3.8297  -3.0736  3.3449  -0.0001
H  -3.9620  -0.6533  2.6869  0.0002
H  -2.0990  0.3270  1.3795  0.0003
N  -5.9079  1.9941  3.0424  0.0000
C  -5.0590  2.2412  1.9474  0.0000
C  -3.8088  2.8306  2.1486  0.0000
C  -2.9798  3.0817  1.0731  0.0000
C  -3.3810  2.7610  -0.2191  0.0000
C  -4.6286  2.2043  -0.4261  0.0000
C  -5.4650  1.9440  0.6516  0.0000
S  -2.2271  3.0134  -1.5590  -0.0002
O  -1.6365  4.3076  -1.3216  0.0000
O  -3.0077  2.8533  -2.7771  0.0000
N  -1.1341  1.8946  -1.3468  -0.0007
C  -1.3222  0.6421  -1.7993  0.0017
S  -2.4677  0.1457  -3.0487  0.0033
C  -1.8809  -1.4767  -2.9252  0.0007
C  -0.9055  -1.5417  -1.9970  0.0003
N  -0.6024  -0.3688  -1.3574  0.0252
H  -5.4026  1.8534  3.9050  0.0000
H  -6.5439  1.2276  2.8808  0.0000
H  -3.4796  3.0713  3.1529  0.0000
H  -2.0037  3.5247  1.2249  0.0000
H  -4.9296  1.9576  -1.4354  0.0000
H  -6.4376  1.4940  0.4845  0.0000
H  -2.2555  -2.2780  -3.5389  0.0002
H  -0.3498  -2.4328  -1.7371  -0.0001
O  -0.0490  0.2702  3.5567  -0.0001
Se  1.5309  -0.1869  3.5782  0.0056
O  1.8447  -1.2101  4.7987  0.0072
O  1.7880  -1.0438  2.1388  0.0565
O  2.5058  1.1184  3.5746  0.0010
N  4.2080  3.5348  0.4107  0.0005
C  2.9223  3.1146  0.7368  0.0011
C  2.5095  1.8095  0.4479  0.0017
N  1.2852  1.4054  0.7234  0.0301
C  0.4812  2.2565  1.3638  0.0014
C  0.9130  3.5290  1.6662  0.0013
N  2.1211  3.9803  1.3329  -0.0015
H  4.6044  3.0748  -0.3933  0.0000
H  4.2766  4.5395  0.3676  0.0001
H  3.1753  1.0880  -0.0114  0.0004
H  -0.4831  1.8886  1.6752  0.0003
H  0.2609  4.2150  2.1925  0.0003

***

<two>
Below is a molecular structure, C30H26CoN10O6S2Se, with properties calculated with ωB97M-V with the def2-TZVPD basis set.

As for the net charge: -2. For the HOMO-LUMO gap (spin up / spin down), the calculation gives 0.200 / 0.240 Ha. The LUMO energy (spin up / spin down) comes out at 0.1456 / 0.1455 Ha. As for the HOMO energy (spin up / spin down): -1.482 / -2.578 eV. Its spin multiplicity is 4.

Each line ends with the Löwdin spin population.
Element x y z (Å)
Co  0.2432  -0.6593  -0.6280  1.7458
C  -3.1145  -1.7250  -4.8552  0.0053
C  -2.0618  -2.6102  -4.6452  0.0003
C  -0.9551  -2.2292  -3.9059  0.0078
C  -0.8699  -0.9459  -3.3519  0.0102
C  -1.9374  -0.0715  -3.5546  0.0068
C  -3.0462  -0.4552  -4.3001  -0.0004
N  0.2328  -0.6180  -2.5337  0.1198
C  1.5183  -0.8317  -3.0484  0.0456
C  1.8721  -0.8523  -4.3968  0.0149
C  3.1928  -1.0815  -4.7703  0.0641
C  4.1791  -1.2930  -3.8119  0.0137
C  3.8539  -1.2547  -2.4645  0.0583
C  2.5376  -1.0031  -2.0940  0.0068
N  2.0538  -0.9360  -0.8071  0.2591
N  2.8048  -1.2122  0.2338  0.2071
C  2.0611  -1.2071  1.3509  0.0476
C  2.6333  -1.5248  2.6010  0.0378
C  1.8300  -1.6063  3.7015  0.0252
C  0.4506  -1.3461  3.5840  0.0727
C  -0.0392  -0.9993  2.3523  0.0041
N  0.7263  -0.9117  1.2605  0.0871
H  -3.9854  -2.0272  -5.4261  0.0004
H  -2.1175  -3.6206  -5.0328  0.0001
H  -0.1704  -2.9472  -3.6801  0.0001
H  -1.9091  0.9164  -3.1200  0.0003
H  -3.8656  0.2422  -4.4363  -0.0001
H  1.1113  -0.6981  -5.1513  -0.0011
H  3.4519  -1.1005  -5.8237  0.0042
H  5.1982  -1.4997  -4.1183  -0.0010
H  4.5904  -1.4203  -1.6895  0.0045
H  3.6993  -1.7033  2.6336  0.0005
H  2.2508  -1.8700  4.6643  0.0000
H  -0.2176  -1.4307  4.4290  0.0047
H  -1.0913  -0.7757  2.2208  -0.0013
N  -1.2304  3.8921  6.3380  0.0000
C  -0.2259  3.5931  5.3968  0.0000
C  0.2183  2.2793  5.2363  0.0004
C  1.2280  1.9867  4.3382  0.0005
C  1.8103  3.0065  3.5917  0.0001
C  1.3802  4.3144  3.7457  0.0000
C  0.3670  4.6073  4.6502  0.0001
S  3.0328  2.5749  2.3769  -0.0001
O  3.9375  1.6584  3.0196  0.0004
O  3.5759  3.8275  1.8898  0.0000
N  2.1886  1.7701  1.3118  0.0005
C  1.4473  2.3303  0.3517  0.0032
S  1.4004  4.0773  -0.0604  0.0059
C  0.1775  3.7662  -1.2425  0.0026
C  -0.0881  2.4499  -1.2841  0.0024
N  0.5955  1.6400  -0.4034  0.0603
H  -1.8331  3.1137  6.5488  0.0000
H  -1.7602  4.7195  6.1201  0.0000
H  -0.2479  1.4838  5.8108  0.0001
H  1.5654  0.9663  4.1889  0.0006
H  1.8425  5.0905  3.1479  0.0000
H  0.0214  5.6299  4.7716  0.0000
H  -0.2422  4.5551  -1.8499  0.0004
H  -0.7889  1.9861  -1.9566  0.0000
O  -0.0302  -4.8561  -2.2846  0.0085
Se  -0.7069  -4.2447  -0.9380  0.0076
O  -0.5254  -5.1680  0.3861  0.0115
O  0.0050  -2.7570  -0.6399  0.0645
O  -2.3131  -3.9255  -1.2129  0.0004
N  -4.4335  -2.6675  -0.8123  0.0000
C  -3.8179  -1.5100  -0.4741  -0.0008
C  -2.4345  -1.4264  -0.7632  -0.0030
N  -1.7062  -0.4199  -0.3536  -0.0135
C  -2.3387  0.6084  0.2679  -0.0016
C  -3.6968  0.5584  0.4392  -0.0002
N  -4.4612  -0.4968  0.0925  -0.0005
H  -3.7837  -3.4564  -0.9525  0.0000
H  -5.3355  -2.8350  -0.4055  0.0000
H  -1.9596  -2.2461  -1.2806  -0.0008
H  -1.7323  1.4329  0.6154  -0.0003
H  -4.2117  1.3991  0.8928  -0.0001

***

What should be chosen as the most stable of them? Choose <one>.

***

<one>
Below is 2 unconnected molecules or ions with the total composition C3H2F3NO2, with properties calculated with ωB97M-V with the def2-TZVPD basis set.

As for the net charge: 0. For the HOMO-LUMO gap, the calculation gives 0.388 Ha. The LUMO energy comes out at -0.0373 Ha. As for the HOMO energy: -11.571 eV.

Each line ends with the Mulliken charge.
Element x y z (Å)
C  -2.0038  0.1361  -0.0361  0.0752
C  -0.0652  -0.7823  -0.0862  0.4578
C  0.7909  0.4970  0.0746  0.7445
N  -2.8649  0.8383  -0.2553  -0.3714
O  0.1611  -1.5636  -1.2019  -0.4019
O  0.5115  1.1055  1.1576  -0.4618
F  -0.2518  -1.5344  1.0002  -0.2021
F  0.4280  1.3044  -0.9658  -0.2602
F  2.1707  0.3442  -0.0716  -0.2818
H  0.3691  -2.3994  -0.8483  0.3307
H  0.7545  2.0542  1.2330  0.3711

***

<two>
Below is 2 unconnected molecules or ions with the total composition C3H2F3NO2, with properties calculated with ωB97M-V with the def2-TZVPD basis set.

As for the net charge: 0. For the HOMO-LUMO gap (spin up / spin down), the calculation gives 0.357 / 0.357 Ha. The LUMO energy (spin up / spin down) comes out at -0.0719 / -0.0719 Ha. As for the HOMO energy (spin up / spin down): -11.676 / -11.677 eV.

Each line ends with the Mulliken charge.
Element x y z (Å)
C  -0.7732  0.9850  -1.2696  0.0244
C  -0.5835  -0.0568  -0.3216  0.6839
C  0.7696  -0.5251  0.1658  0.8402
N  -0.6871  1.8252  -2.0430  -0.2993
O  -1.6147  -0.7728  -0.0119  -0.4024
O  1.5553  0.1018  1.0546  -0.4982
F  -0.7897  1.3198  1.2251  -0.6199
F  1.4572  -0.5917  -1.0734  -0.2867
F  0.5934  -1.8270  0.4497  -0.3133
H  -1.3448  -1.5767  0.5989  0.4405
H  1.4173  1.1183  1.2255  0.4307

***

What should be chosen as the most stable of them? Choose <two>.

***

<one>
Below is 2 unconnected molecules or ions with the total composition CH3I2NS, with properties calculated with ωB97M-V with the def2-TZVPD basis set.

As for the net charge: 0. For the HOMO-LUMO gap (spin up / spin down), the calculation gives 0.175 / 0.175 Ha. The LUMO energy (spin up / spin down) comes out at -0.1167 / -0.1166 Ha. As for the HOMO energy (spin up / spin down): -7.929 / -7.928 eV.

Each line ends with the Mulliken charge.
Element x y z (Å)
C  0.9375  0.2668  -0.1766  -0.1441
N  0.5246  -0.8765  0.6087  -0.3026
S  -2.7058  -0.2705  0.9229  -0.3126
I  -2.4697  1.7328  -0.1664  0.1697
I  0.6237  -2.6921  -0.1153  0.2716
H  0.0457  0.9347  -0.2973  -0.1982
H  1.3439  -0.0461  -1.0654  0.2837
H  1.7001  0.9508  0.2892  0.2325

***

<two>
Below is 2 unconnected molecules or ions with the total composition CH3I2NS, with properties calculated with ωB97M-V with the def2-TZVPD basis set.

As for the net charge: 0. For the HOMO-LUMO gap, the calculation gives 0.308 Ha. The LUMO energy comes out at -0.0202 Ha. As for the HOMO energy: -8.936 eV.

Each line ends with the Mulliken charge.
Element x y z (Å)
C  0.9130  -0.0237  -1.3031  -0.1850
N  1.3711  0.0934  -0.1555  -0.4672
S  -2.0415  -0.2190  2.2192  -0.2540
I  -2.6266  -1.2097  0.1825  0.0751
I  1.5901  1.9503  0.8113  0.0855
H  0.9822  -1.0410  -1.5196  0.3527
H  0.5238  0.6830  -2.1417  0.2259
H  -0.7121  -0.2332  1.9069  0.1671

***

What should be chosen as the most stable of them? Choose <two>.

***

<one>
Below is O2 in the gas phase, with properties calculated with ωB97M-V with the def2-TZVPD basis set.

As for the net charge: 0. For the HOMO-LUMO gap, the calculation gives 0.290 Ha. The LUMO energy comes out at -0.0622 Ha. As for the HOMO energy: -9.584 eV.

Each line ends with the Mulliken charge.
Element x y z (Å)
O  0.2458  0.4602  0.2534  0.0000
O  -0.2458  -0.4602  -0.2534  0.0000

***

<two>
Below is a molecular structure, O2, with properties calculated with ωB97M-V with the def2-TZVPD basis set.

As for the net charge: 0. For the HOMO-LUMO gap, the calculation gives 0.276 Ha. The LUMO energy comes out at -0.1861 Ha. As for the HOMO energy: -12.563 eV.

Each line ends with the Mulliken charge.
Element x y z (Å)
O  0.0000  0.0000  0.8487  0.0000
O  0.0000  0.0000  -0.8487  0.0000

***

What should be chosen as the most stable of them? Choose <one>.